A 15-piece molecular cluster, C16H62N10O15 overall, computed with ωB97M-V/def2-TZVPD.

Cartesian coordinates (Å):
C  0.8148  3.7986  -0.1479
C  -0.0112  4.7346  -1.0629
O  1.0598  5.3446  -1.7499
H  0.1488  3.2026  0.4481
H  1.4108  4.3726  0.6161
H  1.3158  3.0396  -0.7519
H  -0.6532  5.4026  -0.4809
H  -0.6432  4.1706  -1.7289
H  0.7668  5.9716  -2.3639
C  -0.1382  -2.7404  4.9761
O  -0.9752  -1.6504  4.8411
N  -0.3152  -3.5354  5.9301
N  0.7298  -3.1364  4.1241
H  -1.1642  -3.4334  6.5111
H  0.3238  -4.3164  6.1261
H  1.1428  -2.4144  3.4471
H  1.3008  -3.9304  4.3781
C  0.2088  -2.4764  -3.6719
O  1.0928  -3.4934  -3.4489
N  -0.1262  -1.5834  -2.8009
N  -0.5552  -2.2884  -4.7309
H  0.3668  -1.6314  -1.9219
H  -0.8892  -0.9044  -2.9319
H  -0.1822  -2.8894  -5.5669
H  -0.9482  -1.3344  -4.9449
C  -3.2362  4.3106  -0.0949
O  -2.6622  4.3626  1.1131
N  -3.0962  3.3206  -0.9539
N  -3.9472  5.3426  -0.5529
H  -2.4932  2.6236  -0.4369
H  -3.4692  3.1796  -1.8489
H  -4.0652  6.2036  0.0101
H  -4.0392  5.4686  -1.5229
C  3.3518  -1.8714  -0.8119
O  2.0378  -1.6244  -0.3839
N  3.6598  -2.6734  -1.7299
N  4.4088  -1.3524  -0.3109
H  2.9228  -3.2014  -2.2789
H  4.6538  -2.8574  -2.0199
H  4.2878  -0.5134  0.3201
H  5.3868  -1.6644  -0.5029
C  -0.4132  0.5526  -0.0349
O  -1.5092  1.3346  -0.2569
N  0.5858  0.5606  -0.8919
N  -0.3242  -0.2234  0.9841
H  0.4568  0.9956  -1.7749
H  1.3928  -0.0054  -0.8139
H  -1.1412  -0.2884  1.6611
H  0.5758  -0.5934  1.3011
C  1.3518  0.0456  3.3681
O  1.7758  -0.9744  2.5891
H  1.4538  0.9926  2.8581
H  1.8958  0.2076  4.2911
H  0.3418  -0.1394  3.7321
H  2.7328  -1.0204  2.7191
C  -0.1782  -3.9684  -0.4029
O  -1.4252  -3.5084  -0.8529
H  -0.1932  -4.9774  -0.0179
H  0.2978  -3.3924  0.3701
H  0.5678  -4.0234  -1.1539
H  -1.2442  -2.8704  -1.5499
C  -3.2772  -0.6844  -2.2469
O  -2.4962  0.4246  -2.6759
H  -2.8792  -1.0734  -1.3379
H  -3.3422  -1.4924  -2.9759
H  -4.3172  -0.3804  -2.0699
H  -2.3532  0.9556  -1.8699
C  3.4538  1.8126  0.9141
O  4.2268  0.7326  1.3811
H  2.9498  2.3936  1.6761
H  2.6308  1.6166  0.2551
H  4.0098  2.5626  0.3881
H  5.1788  0.9526  1.5081
C  -1.9682  -3.5504  2.3521
O  -1.0382  -4.6224  2.4991
H  -1.4112  -2.6554  2.1611
H  -2.5362  -3.3854  3.2981
H  -2.6922  -3.7134  1.5231
H  -0.3132  -4.2294  2.9511
C  -2.8362  1.5436  2.8721
O  -1.8732  0.5156  3.0381
H  -3.4552  1.2966  2.0341
H  -2.2892  2.5106  2.6571
H  -3.4502  1.6586  3.7511
H  -1.1822  0.8136  3.5961
C  -4.0322  -1.3974  0.9551
O  -5.3912  -1.1654  0.6411
H  -3.7842  -1.6434  1.9821
H  -3.3682  -0.5624  0.6921
H  -3.7462  -2.1584  0.2981
H  -5.8302  -2.0434  0.5321
C  4.0798  0.9356  -2.5029
O  4.9028  -0.0094  -3.1169
H  3.8908  1.7436  -3.2119
H  4.5378  1.4086  -1.5759
H  3.1838  0.5586  -2.1129
H  4.9818  -0.6724  -2.4609
C  1.2578  2.8436  -3.7939
O  0.7148  1.5736  -3.4609
H  1.7178  2.8326  -4.7329
H  1.9738  3.2166  -3.0489
H  0.4748  3.5926  -3.8059
H  0.9178  0.9046  -4.1699

The calculation puts the energy above the lowest of the compared OMol25 structures with the same formula, charge and spin at 93.40 kJ/mol. Its HOMO-LUMO gap is 8.3830 eV. The net charge is 0. The spin multiplicity is 1. The calculation puts the highest occupied orbital energy at -8.68 eV.

C29H32N2O6PdTe2 as an isolated structure, computed with ωB97M-V/def2-TZVPD.

Cartesian coordinates (Å):
Pd  -1.1196  -1.2823  2.3474
O  -3.8965  -1.5543  1.2309
C  -4.7114  -1.4583  2.3842
C  -4.4852  -0.2023  3.2249
N  -3.1064  0.0663  3.6196
C  -2.7159  1.4539  3.3696
C  -2.2393  1.6764  1.9301
O  -2.5171  2.7121  1.3328
O  -1.5291  0.7336  1.4514
C  -2.7653  -0.3841  4.9566
C  -1.2465  -0.2663  5.2077
O  -0.8806  0.1391  6.3019
O  -0.4507  -0.5585  4.2472
H  -3.6257  -0.6697  0.9502
H  -4.5122  -2.3640  2.9651
H  -5.7686  -1.4661  2.0862
H  -5.1285  -0.2841  4.1143
H  -4.8460  0.6585  2.6510
H  -1.8551  1.7015  3.9948
H  -3.5204  2.1599  3.6120
H  -3.0509  -1.4383  5.0467
H  -3.2705  0.1857  5.7497
C  5.2809  4.6557  -2.5473
C  4.2692  3.6945  -1.9831
C  2.9154  3.9732  -2.0201
C  1.9655  3.0875  -1.5226
C  0.5230  3.5314  -1.5931
C  2.3867  1.8558  -0.9806
Te  0.6278  0.7079  -0.1886
N  -0.1803  -1.1843  0.3116
C  0.8254  -1.8491  -0.1220
O  1.8307  -1.1618  -0.6032
C  0.9015  -3.3248  -0.1530
C  2.1275  -3.9528  -0.3405
C  2.2015  -5.3357  -0.3629
C  1.0502  -6.0929  -0.2043
C  -0.1759  -5.4660  -0.0271
C  -0.2530  -4.0844  -0.0034
C  -0.0897  0.4056  -2.1777
C  0.8528  0.2497  -3.1857
C  0.4494  0.0177  -4.4903
C  -0.9020  -0.0545  -4.7851
C  -1.8350  0.0986  -3.7753
C  -1.4569  0.3372  -2.4552
C  -2.5173  0.5119  -1.4139
C  3.7587  1.5920  -0.8698
C  4.3648  0.3999  -0.1792
C  4.6680  2.5082  -1.3950
H  4.8167  5.6047  -2.8119
H  5.7474  4.2480  -3.4461
H  6.0761  4.8550  -1.8279
H  2.5766  4.9141  -2.4422
H  0.4760  4.5813  -1.8807
H  -0.0008  3.4378  -0.6376
H  -0.0373  2.9609  -2.3316
H  3.0137  -3.3449  -0.4606
H  3.1568  -5.8240  -0.5031
H  1.1072  -7.1734  -0.2193
H  -1.0743  -6.0536  0.1103
H  -1.2053  -3.5836  0.1263
H  1.9055  0.2925  -2.9514
H  1.1909  -0.1085  -5.2678
H  -1.2304  -0.2307  -5.8014
H  -2.8916  0.0427  -4.0061
H  -3.4791  0.7093  -1.8867
H  -2.2956  1.3302  -0.7286
H  -2.5983  -0.3928  -0.8068
H  3.6306  -0.3102  0.1760
H  4.9594  0.7352  0.6728
H  5.0364  -0.1306  -0.8565
H  5.7285  2.2893  -1.3173
Te  -0.9567  -3.5277  3.3916

The expectation value of S² is 0.77. The calculation puts the energy above the lowest of the compared OMol25 structures with the same formula, charge and spin at 145.23 kJ/mol. Its HOMO-LUMO gap (spin up / spin down) is 6.3878 / 5.9306 eV. The net charge is -1. The spin multiplicity is 2. The calculation puts the highest occupied orbital energy (spin up / spin down) at -4.61 / -4.33 eV.

A 2-piece molecular cluster, C4H10NO3 overall, computed with ωB97M-V/def2-TZVPD.

Cartesian coordinates (Å):
C  0.0618  1.1629  2.0830
O  0.6782  1.5058  3.3693
C  1.0713  1.0113  0.9240
C  0.9002  -0.2207  0.0755
C  -0.2698  -0.5607  -0.5508
N  -0.2972  -1.9432  -1.0399
O  -1.3358  0.0555  -0.7933
H  -0.4122  0.2060  2.2905
H  -0.6368  1.9759  1.8806
H  0.8844  1.9605  0.3684
H  2.0906  1.1598  1.2828
H  1.8723  -0.6007  -0.1607
H  0.7440  2.4625  3.4025
H  -1.1241  -2.1303  -1.5725
H  0.5733  -2.3367  -1.3646
H  -1.1290  -1.7801  -3.0857
H  -2.1505  -0.6866  -3.3194
O  -1.5208  -1.2412  -3.7898

The calculation puts the energy above the lowest of the compared OMol25 structures with the same formula, charge and spin at 280.13 kJ/mol. Its HOMO-LUMO gap is 5.9950 eV. The net charge is -1. The spin multiplicity is 1. The calculation puts the highest occupied orbital energy at -2.30 eV.

C18H42LuNO2P2 as an isolated structure, computed with ωB97M-V/def2-TZVPD.

Cartesian coordinates (Å):
Lu  0.9069  -0.1075  -1.0966
P  1.9109  0.4927  1.5738
P  -1.9305  0.2604  -1.5736
N  -0.0516  2.1976  -0.0713
C  1.8567  2.3258  1.5756
H  2.0848  2.5877  2.6192
H  2.7135  2.6686  0.9820
C  0.5851  2.9832  1.0713
H  -0.2059  3.1183  1.7968
H  0.7706  4.0027  0.6988
C  -1.3536  2.8353  -0.4643
H  -1.1577  3.8756  -0.7683
H  -1.9089  2.9272  0.4638
C  -2.0576  2.0869  -1.5899
H  -1.6652  2.4562  -2.5518
H  -3.1452  2.2772  -1.6093
C  -3.6023  -0.2729  -0.9560
C  -3.6008  -1.7249  -0.4439
H  -4.5978  -1.9414  -0.0240
H  -2.8642  -1.9028  0.3559
H  -3.4163  -2.4441  -1.2570
C  -1.8108  -0.2875  -3.3643
C  -1.9846  -1.8068  -3.5387
H  -1.6815  -2.1006  -4.5589
H  -3.0314  -2.1259  -3.4158
H  -1.3557  -2.3910  -2.8436
C  3.6080  0.0150  0.9490
C  3.8819  -1.4920  1.0409
H  4.8242  -1.7002  0.5108
H  3.1049  -2.0974  0.5483
H  4.0058  -1.8454  2.0752
C  1.8054  0.0459  3.3693
C  1.3673  -1.4214  3.5802
H  1.2952  -1.5810  4.6690
H  2.1034  -2.1362  3.1769
H  0.3833  -1.6763  3.1497
C  -0.6345  0.3043  0.7866
O  -1.3325  0.5573  1.7188
C  -2.6696  0.4971  -4.3529
H  -3.7375  0.2639  -4.2705
H  -2.5390  1.5771  -4.2427
H  -2.3704  0.2255  -5.3746
C  4.7690  0.8340  1.5156
H  5.6703  0.5794  0.9410
H  4.6031  1.9131  1.4226
H  4.9903  0.6010  2.5644
C  3.0435  0.3900  4.2206
H  2.7927  0.2796  5.2869
H  3.8919  -0.2828  4.0271
H  3.3678  1.4309  4.0894
C  -4.7740  -0.0338  -1.9225
H  -4.7676  -0.7305  -2.7739
H  -5.7239  -0.2023  -1.3913
H  -4.7968  0.9975  -2.2953
H  -3.7346  0.3859  -0.0777
H  0.9762  0.6927  3.7147
H  -0.7407  -0.0567  -3.5527
H  3.5019  0.2588  -0.1321
H  0.5557  2.3693  -0.8088
H  2.0369  -0.7193  -2.4374
C  0.2677  -3.2077  0.2563
O  0.4541  -2.2074  -0.7881
H  1.1755  -3.1722  0.8663
H  0.1270  -4.1994  -0.2020
H  -0.6088  -2.9128  0.8484
H  0.4200  -2.5335  -1.7156

Its HOMO-LUMO gap is 8.4209 eV. The net charge is +2. The spin multiplicity is 1. The calculation puts the highest occupied orbital energy at -14.79 eV.

Question: Look up the net charge of the first one.
Answer: 0

Question: Among the records above, which one has the highest net charge?
Answer: C18H42LuNO2P2

Question: Which of these has the highest net charge?
Answer: C18H42LuNO2P2